[1]
{
  "formula": "C9H16InOP",
  "method": "ωB97M-V/def2-TZVPD",
  "orbital_gap_ev": 5.32,
  "e_lumo_ev": -0.1,
  "relative_energy_kj_mol": 0.0,
  "species": ["C", "C", "C", "C", "C", "In", "P", "H", "H", "H", "H", "H", "H", "H", "H", "C", "C", "C", "O", "C", "H", "H", "H", "H", "H", "H", "H", "H"],
  "coordinates": [[0.2297, 2.3455, -0.1575], [0.3965, 2.8596, -1.4116], [0.2787, 2.1912, -2.6638], [-0.1758, 0.8776, -2.9785], [-0.5624, -0.1174, -2.1161], [-0.1641, 0.2839, -0.1026], [-0.5365, 0.1818, 2.5647], [0.3598, 2.9944, 0.7270], [0.6697, 3.9335, -1.4867], [0.5073, 2.8262, -3.5364], [-0.9684, -1.0658, -2.4887], [-0.2233, 0.6705, -4.0542], [-1.7515, -0.4167, 3.0234], [-0.6404, 1.5099, 3.0785], [0.4744, -0.3856, 3.4047], [1.9540, -3.5897, 1.2500], [0.4402, -3.7173, 1.4628], [-0.0983, -3.0164, 0.2321], [0.8309, -1.9299, -0.0547], [2.0922, -2.2133, 0.6169], [2.5402, -3.7107, 2.1577], [2.2645, -4.3557, 0.5260], [0.1659, -3.1713, 2.3822], [0.0833, -4.7412, 1.5547], [-0.0970, -3.6725, -0.6520], [-1.1036, -2.6086, 0.3613], [2.2446, -1.4506, 1.3914], [2.9029, -2.1465, -0.1247]],
  "forces_ev_per_angstrom": [[0.0, -0.6, 1.8], [0.2, 0.2, -1.5], [0.0, 0.6, -0.2], [0.1, 0.9, 0.3], [-0.2, -1.0, 0.6], [-0.2, 1.4, -1.2], [-0.1, -0.1, -0.2], [0.1, -0.2, -0.6], [-0.2, -0.6, 0.0], [-0.1, -0.4, 0.5], [0.3, 0.4, -0.1], [-0.1, 0.0, 0.2], [0.6, 0.3, 0.2], [0.0, -0.6, -0.1], [-0.6, 0.2, 0.0], [-0.2, -0.5, -0.6], [0.2, 0.4, 0.4], [0.1, 0.0, -0.5], [0.1, -0.8, 0.9], [0.1, 0.3, 0.0], [0.0, 0.1, 0.0], [0.1, 0.1, 0.2], [-0.1, -0.1, -0.3], [0.1, 0.0, 0.0], [-0.1, 0.1, 0.3], [0.1, 0.1, -0.1], [0.0, 0.0, -0.2], [-0.3, 0.0, 0.3]]
}

[2]
{
  "formula": "C9H16N",
  "method": "ωB97M-V/def2-TZVPD",
  "orbital_gap_ev": 11.54,
  "total_charge": 1,
  "e_lumo_ev": -2.5,
  "smiles": "C=C[N@@+]1(/C=C/C)CC1(C)C",
  "relative_energy_kj_mol": 418.7,
  "species": ["C", "C", "C", "C", "C", "C", "C", "C", "C", "N", "H", "H", "H", "H", "H", "H", "H", "H", "H", "H", "H", "H", "H", "H", "H", "H"],
  "coordinates": [[1.5056, -2.3956, -0.5750], [1.1655, 1.4874, -0.3257], [1.1083, -1.3503, 0.1025], [0.4491, 0.6643, -0.9778], [-1.2965, -1.0703, -0.7894], [-1.2284, -0.4025, 0.5804], [1.9338, 2.6203, -1.0443], [-1.8172, 0.9734, 0.6862], [-1.2298, -1.2851, 1.7988], [-0.0559, -0.5265, -0.2717], [2.4159, -2.8399, -0.4334], [0.9227, -2.8888, -1.4028], [1.3146, 1.2083, 0.7282], [1.6708, -0.7925, 0.8416], [0.0596, 0.7761, -2.0334], [-1.6803, -2.1538, -0.7143], [-1.8832, -0.4969, -1.5357], [2.1937, 3.3472, -0.2004], [1.3828, 2.9382, -1.9515], [2.8384, 2.0754, -1.3331], [-2.5374, 1.2558, -0.1118], [-1.2028, 1.8586, 0.7195], [-2.3990, 1.2136, 1.7096], [-0.7558, -0.5976, 2.5656], [-0.5302, -2.2391, 1.8114], [-2.3444, -1.3796, 2.1563]],
  "forces_ev_per_angstrom": [[-2.6, -0.2, -1.8], [2.2, 2.1, 0.7], [-0.1, 0.7, -0.1], [-2.8, -1.6, -2.8], [-3.3, -1.2, 1.1], [-1.2, -0.4, -0.5], [-0.3, -0.9, 2.3], [-2.7, 2.0, 2.3], [0.2, 0.4, 2.2], [1.5, -0.6, -1.5], [2.2, -0.9, 0.8], [0.4, 0.9, 1.0], [0.4, 0.8, -0.4], [0.2, -0.6, 0.1], [0.8, -0.3, 1.3], [1.8, 1.5, -0.4], [1.2, -0.3, 0.3], [-0.4, -0.3, -1.9], [0.4, 0.3, 0.8], [0.2, 0.6, -0.2], [0.3, -0.7, 0.4], [1.1, -0.2, -0.2], [1.0, -1.3, -2.2], [-0.5, -0.9, -0.3], [-2.0, 1.8, -0.4], [2.3, -0.4, -0.7]]
}

[3]
{
  "formula": "C9H16N2O2",
  "method": "ωB97M-V/def2-TZVPD",
  "orbital_gap_ev": 7.80,
  "e_lumo_ev": 0.5,
  "relative_energy_kj_mol": 574.4,
  "species": ["C", "C", "C", "C", "C", "C", "C", "C", "C", "N", "N", "O", "O", "H", "H", "H", "H", "H", "H", "H", "H", "H", "H", "H", "H", "H", "H", "H", "H"],
  "coordinates": [[-2.9216, -1.3191, 0.0789], [1.5701, 0.4622, 0.8536], [-2.6107, 2.4167, -0.4645], [-1.2155, 0.4131, -0.5144], [1.6887, -0.5342, -0.0965], [-2.1908, 3.4676, 0.5053], [3.7872, -1.8585, -0.2768], [-1.3444, -0.9799, 0.0743], [2.3126, -1.9933, 0.0498], [-2.0861, 1.2663, -0.5270], [1.3344, -0.2954, -1.4402], [-3.5047, -1.0439, 1.2443], [-3.4027, -1.8547, -0.8761], [1.3727, 1.4551, 0.5612], [1.7700, 0.2726, 1.9221], [-3.4010, 2.6498, -1.1296], [-1.2563, 3.2260, 1.1868], [-3.0495, 3.6132, 1.1227], [-1.8383, 4.3879, -0.0395], [4.2126, -2.3287, -1.1906], [4.2976, -2.1348, 0.7140], [3.8706, -0.7708, -0.4355], [-0.8025, -0.8758, 0.9801], [-0.8190, -1.7074, -0.6533], [2.2383, -2.3044, 1.0556], [1.8427, -2.6805, -0.5847], [-2.7956, -0.6411, 1.7757], [1.4025, 0.6925, -1.7080], [1.5386, -1.0007, -2.1876]],
  "forces_ev_per_angstrom": [[3.4, -1.1, -0.4], [0.8, -3.0, -0.3], [0.4, 0.0, 0.4], [-0.1, -0.8, -0.7], [0.0, -0.4, -0.3], [2.6, 0.1, 0.6], [1.2, 0.8, 1.1], [-1.6, 0.0, -2.8], [-0.5, 2.9, 0.1], [0.6, 0.2, 0.3], [1.1, -0.1, -0.2], [-0.3, 0.5, 0.3], [-0.7, 0.5, 0.6], [-0.4, 0.9, -0.3], [0.0, 0.0, -0.8], [-0.6, 0.2, -0.7], [-2.0, -0.1, -1.4], [-0.3, 0.9, 0.7], [-0.8, -0.6, 0.5], [-0.5, -0.2, 0.9], [0.1, 0.4, -2.0], [0.9, -0.4, 0.1], [0.2, -0.6, 1.2], [-0.8, 1.1, 1.4], [-0.5, -0.5, 1.1], [-1.1, -0.9, -0.9], [-0.6, -0.1, 0.1], [-0.4, -0.9, -0.2], [0.0, 1.2, 1.4]]
}

[4]
{
  "formula": "C9H16N2O6",
  "method": "ωB97M-V/def2-TZVPD",
  "orbital_gap_ev": 9.38,
  "e_lumo_ev": 0.5,
  "smiles": "C[C@@H](O)[C@H](NC(=O)[C@@H](N)CCC(=O)O)C(=O)O",
  "relative_energy_kj_mol": 296.7,
  "species": ["C", "C", "C", "C", "C", "C", "C", "C", "C", "H", "H", "H", "H", "H", "H", "H", "H", "H", "H", "H", "H", "H", "H", "H", "H", "N", "N", "O", "O", "O", "O", "O", "O"],
  "coordinates": [[0.9218, 0.6141, 0.1726], [-0.2761, 1.6202, -0.0834], [2.2952, 1.3226, -0.0257], [3.4064, 0.5416, 0.5587], [3.9088, -0.5328, -0.2715], [-1.9193, -0.2838, -0.4185], [-3.3514, -0.4426, -0.8124], [-2.0314, -0.9242, 1.0748], [-1.1282, -2.0908, 1.1742], [1.5610, -0.9569, -1.0514], [0.5872, 0.1819, -1.6335], [0.9871, 0.1938, 1.1871], [2.2501, 2.1855, 0.6389], [2.4920, 1.7489, -1.0396], [3.0684, 0.1777, 1.6106], [4.0922, 1.3869, 0.6994], [4.9639, -1.7910, -0.5022], [-2.2868, 1.7228, -0.2784], [-1.2512, -0.9356, -0.9807], [-3.0436, -1.3344, 1.2669], [-1.9893, 0.8034, 2.2382], [-1.4634, -2.8536, 0.4529], [-1.1079, -2.4678, 2.1545], [0.0405, -1.9368, 0.7170], [-4.8401, 0.6847, -1.0899], [0.8029, -0.3481, -0.8054], [-1.4842, 1.0459, -0.3115], [-0.1286, 2.8031, 0.1464], [3.6044, -0.6755, -1.4465], [4.7652, -1.3567, 0.3194], [-3.7449, -1.4178, -1.3831], [-1.5933, -0.0148, 2.1327], [-4.1835, 0.5816, -0.3671]],
  "forces_ev_per_angstrom": [[1.8, 2.4, -0.3], [1.2, -1.1, 2.7], [-2.1, 1.8, 0.7], [-0.7, 1.0, 2.4], [-0.4, 0.5, -0.9], [-0.6, -1.4, 2.3], [0.0, 0.4, -0.6], [0.7, 1.1, 0.7], [3.6, -0.6, -3.1], [0.5, 0.2, 0.4], [0.1, -0.5, -0.8], [-0.8, 0.3, -0.1], [-0.2, 0.4, -0.2], [-0.3, -0.8, 0.6], [0.9, 0.4, -1.7], [1.0, -1.1, 0.3], [1.2, -1.8, -0.5], [1.3, -0.7, -0.1], [-0.4, 0.3, 0.0], [0.2, 0.7, 0.1], [-1.8, 2.3, -0.3], [-0.2, 0.0, 0.5], [0.2, -0.6, 1.2], [-3.3, 0.1, 1.7], [0.0, -0.2, 0.8], [-1.6, -2.4, -2.5], [-1.7, 2.8, -1.0], [-0.3, 0.1, -0.7], [0.6, -0.2, 0.6], [-0.1, 0.3, 0.0], [-0.4, 0.3, -0.1], [1.3, -3.6, -0.9], [0.4, -0.3, -1.3]]
}

[5]
{
  "formula": "C9H16N3O",
  "method": "ωB97M-V/def2-TZVPD",
  "orbital_gap_ev": 8.12,
  "total_charge": 1,
  "e_lumo_ev": -3.3,
  "relative_energy_kj_mol": 237.8,
  "species": ["C", "C", "N", "N", "N", "H", "H", "H", "H", "H", "H", "H", "H", "C", "C", "C", "C", "C", "C", "C", "O", "H", "H", "H", "H", "H", "H", "H", "H"],
  "coordinates": [[0.9452, -3.1971, -1.3478], [-0.9514, -1.8203, -2.2285], [-1.9773, -0.8898, -2.2332], [-0.1107, -2.1867, -1.1800], [-0.9246, -2.4905, -3.5485], [-2.1375, -0.4130, -1.2985], [-2.6146, -0.6966, -2.9479], [-0.1042, -1.5885, -0.3805], [-1.1697, -3.4307, -3.6270], [0.0168, -2.3111, -4.0341], [1.7508, -2.9922, -2.0534], [0.4968, -4.2222, -1.4724], [1.4632, -3.3336, -0.3328], [1.6375, 3.8682, 2.1779], [-0.6651, 0.4361, 1.2419], [-0.9159, 1.0211, 2.4425], [0.3892, 0.8911, 0.3496], [-0.0949, 2.1277, 2.7887], [0.9778, 2.1032, 0.5627], [0.8184, 2.6475, 1.8544], [-1.2906, -0.6625, 0.6931], [-1.5502, -1.1828, 1.4954], [-1.7606, 0.7267, 2.9973], [0.8352, 0.0727, -0.3045], [-0.3243, 2.6966, 3.6544], [1.6810, 2.4192, -0.1776], [1.0332, 4.5804, 2.8809], [2.0957, 4.2323, 1.1797], [2.4511, 3.5948, 2.8479]],
  "forces_ev_per_angstrom": [[0.2, -1.7, 2.2], [-1.5, -0.9, -1.4], [3.8, -1.1, 5.3], [-1.6, 0.7, -4.1], [3.0, 3.6, 0.8], [0.2, -0.7, -1.6], [-0.5, -0.3, -1.6], [-0.4, 0.3, 0.7], [-0.4, -1.8, 0.4], [-1.9, -0.5, 1.0], [-0.5, 0.2, -0.2], [0.4, 1.1, -0.4], [-0.8, 0.6, -1.3], [-0.3, 0.9, 0.3], [2.9, 1.0, -2.4], [1.0, 1.2, -0.7], [-1.2, -2.1, 0.9], [-0.2, -0.5, -2.1], [0.1, -1.4, 1.3], [-0.4, 0.9, 0.1], [-1.1, -1.2, 2.3], [-0.2, 0.1, -1.2], [-0.7, -0.3, 1.0], [-0.9, 1.7, 0.1], [0.1, 0.2, 0.8], [0.5, 0.6, 0.0], [1.0, -0.7, -2.0], [-0.9, 0.2, 2.0], [0.3, -0.2, -0.2]]
}

[6]
{
  "formula": "C9H16N5O",
  "method": "ωB97M-V/def2-TZVPD",
  "orbital_gap_ev": [6.90, 7.57],
  "s_squared": 2.023,
  "total_charge": 1,
  "e_lumo_ev": [-4.3, -6.0],
  "spin_multiplicity": 3,
  "species": ["C", "C", "C", "C", "C", "C", "C", "C", "C", "N", "N", "N", "N", "N", "O", "H", "H", "H", "H", "H", "H", "H", "H", "H", "H", "H", "H", "H", "H", "H", "H"],
  "coordinates": [[2.1662, 0.9830, 2.4208], [3.7343, -0.3101, 1.4018], [2.5507, 0.4541, 1.1865], [-0.6213, 1.6524, 1.0290], [0.3516, 2.3420, -1.1890], [-0.2562, -1.5786, 0.5897], [-2.4986, -1.0883, -0.1877], [-0.8930, -1.9885, -1.6426], [-0.6933, 0.2713, -0.9857], [1.8496, 1.4256, 3.4409], [4.4183, -1.2010, 1.6073], [1.9751, 0.6171, 0.0493], [-0.0391, 1.2008, -0.2963], [-1.0807, -1.0521, -0.5104], [2.4017, 0.2472, -1.0789], [-1.7611, 1.8163, 0.9494], [-0.5244, 0.8220, 1.7807], [-0.1017, 2.6227, 1.3844], [-0.5186, 2.6089, -1.8613], [0.7855, 3.2912, -0.8229], [0.9785, 1.8002, -1.9332], [-0.1645, -0.9647, 1.5183], [-0.8475, -2.4648, 0.9192], [0.7019, -1.9359, 0.2987], [-2.5405, -0.8651, 0.9294], [-2.9525, -0.3106, -0.8528], [-2.8441, -2.0566, -0.0874], [-1.5409, -1.6325, -2.4504], [0.0732, -1.9445, -2.0676], [-1.2749, -3.0649, -1.5138], [-0.8335, 0.3030, -2.0254]],
  "forces_ev_per_angstrom": [[-1.9, 1.6, 1.7], [-0.5, -0.8, -1.0], [1.2, -0.3, -0.2], [-0.9, 0.3, 0.4], [-1.0, -1.3, -2.6], [-1.2, -1.3, 2.6], [-0.3, 3.1, 2.8], [-2.0, -1.5, -1.8], [-0.9, -1.0, -0.7], [0.3, -0.4, -0.8], [1.1, -0.4, 0.2], [3.9, -1.1, -2.3], [-2.0, 3.7, 2.0], [1.9, -0.7, -0.1], [-1.0, 0.6, 2.8], [1.7, 0.1, -0.1], [0.2, 1.2, -0.6], [-0.8, -1.8, -0.6], [0.5, 0.0, 1.1], [-0.1, -1.1, 0.6], [0.3, 1.0, 0.5], [-0.3, -0.1, -1.2], [0.7, 0.4, -0.1], [0.7, 0.1, -0.7], [-0.3, 0.9, -1.4], [-0.4, -1.2, 0.8], [-1.0, -2.2, -1.2], [-0.1, 0.1, 0.1], [1.3, -0.1, 0.2], [0.9, 1.7, 0.7], [0.1, 0.6, -1.1]]
}

[7]
{
  "formula": "C9H16NO",
  "method": "ωB97M-V/def2-TZVPD",
  "orbital_gap_ev": 8.36,
  "total_charge": 1,
  "e_lumo_ev": -3.4,
  "relative_energy_kj_mol": 278.7,
  "species": ["C", "C", "N", "H", "H", "H", "H", "H", "H", "H", "H", "C", "C", "C", "C", "C", "C", "C", "O", "H", "H", "H", "H", "H", "H", "H", "H"],
  "coordinates": [[0.2323, 2.0277, -1.0354], [1.6028, 1.7711, -0.7167], [-0.0429, 1.1829, -2.4166], [-0.4044, 1.5370, -0.2210], [-0.0921, 3.1492, -1.1861], [1.7151, 0.7655, -0.1424], [1.9118, 2.5060, 0.0403], [0.2958, 1.8322, -3.2193], [0.4991, 0.3218, -2.3144], [-0.9812, 0.9699, -2.6374], [2.2234, 1.9634, -1.4910], [1.6218, -2.4980, 0.5810], [-1.9290, -0.2072, 1.2253], [-1.9495, -1.1839, 0.1777], [-0.8297, 0.3507, 1.7444], [-0.7556, -1.9844, 0.1999], [0.4405, -0.2672, 1.4503], [0.3847, -1.4541, 0.7400], [-2.9804, 0.4808, 1.7252], [-3.8263, 0.0424, 1.9016], [-2.9175, -1.4725, -0.1703], [-0.7690, 1.2184, 2.4537], [-0.7675, -2.8626, -0.3669], [1.5274, -0.0445, 1.8960], [2.6880, -2.0930, 0.7612], [1.7783, -2.9693, -0.3852], [1.3243, -3.0824, 1.4062]],
  "forces_ev_per_angstrom": [[-4.0, 0.3, -0.3], [0.7, -1.2, 4.4], [1.9, 3.1, 0.1], [0.4, 0.8, -1.5], [0.6, -2.4, -0.1], [0.1, 1.5, -1.7], [-0.1, -0.1, 0.0], [-0.3, -1.8, 1.6], [0.0, 0.1, -0.4], [-1.6, -0.4, 0.1], [2.3, 0.1, -2.5], [0.9, 3.4, 0.5], [-2.1, 0.3, -1.4], [1.6, -0.4, 3.5], [6.0, 0.5, 1.3], [-2.9, 3.0, -1.2], [0.7, -0.3, 1.1], [3.3, -1.9, -1.0], [-2.0, 0.5, 0.0], [0.5, -0.4, -0.5], [-0.3, -0.4, -0.5], [-0.8, -1.0, -0.8], [0.3, -1.3, -0.6], [-2.9, 0.1, -0.8], [-1.8, -0.1, 0.3], [-1.0, -0.3, 0.0], [0.5, -1.8, 0.5]]
}

[8]
{
  "formula": "C9H16NO2",
  "method": "ωB97M-V/def2-TZVPD",
  "orbital_gap_ev": [8.50, 8.50],
  "total_charge": 1,
  "e_lumo_ev": [-3.5, -3.5],
  "relative_energy_kj_mol": 729.9,
  "species": ["C", "C", "C", "C", "C", "C", "C", "C", "C", "N", "O", "O", "H", "H", "H", "H", "H", "H", "H", "H", "H", "H", "H", "H", "H", "H", "H", "H"],
  "coordinates": [[-1.2073, -0.6480, 1.5713], [0.2510, -2.7331, -0.7704], [-1.1684, 0.5326, -1.3878], [-0.7043, 0.5532, 0.9553], [0.1062, -0.6340, 0.8592], [0.2795, -1.2589, -0.4576], [-0.4545, 1.9696, 1.3046], [1.4173, -0.5225, 1.6118], [1.1325, 0.3624, -2.1635], [-0.0280, -0.3016, -1.6596], [1.4072, -1.9553, -0.7530], [-2.3844, 0.0155, -1.6120], [-1.2392, -0.5999, 2.6625], [-2.0939, -1.1444, 1.0965], [0.0294, -3.3051, 0.1596], [-0.0601, -3.0620, -1.8517], [-1.0824, 1.6235, -1.3739], [0.0919, 2.1127, 2.2928], [-1.5265, 2.3139, 1.4840], [0.1687, 2.5761, 0.7416], [1.6497, -1.6225, 2.0402], [1.3723, 0.2555, 2.4439], [2.1057, -0.2052, 0.8326], [1.3113, 1.2609, -1.5414], [1.8681, -0.5275, -1.9030], [1.2157, 0.6400, -3.2209], [-0.3902, -1.0611, -2.3118], [-3.0301, -0.1640, -0.9114]],
  "forces_ev_per_angstrom": [[-2.0, -0.2, 0.4], [-2.1, 0.4, -1.0], [-0.7, 1.5, 5.3], [0.1, 1.2, -4.6], [1.4, 0.7, 0.9], [-0.3, -0.9, -1.1], [-2.3, -0.9, 3.8], [0.0, -2.0, 1.6], [3.6, -1.1, 1.1], [-3.8, -2.0, -1.1], [1.8, -0.4, 0.6], [-0.2, -1.0, -1.5], [0.0, -0.5, -0.2], [0.9, 0.2, 0.5], [0.4, -0.2, -1.2], [0.4, 0.2, 2.4], [0.4, -0.6, -0.9], [-0.9, -0.7, -0.5], [1.6, 0.6, -0.4], [0.6, 0.9, -2.1], [0.1, 2.7, -0.8], [0.1, -1.3, -1.1], [0.7, -0.1, 0.5], [0.1, -0.6, -0.3], [-0.3, 2.7, -1.1], [-0.8, -0.4, 0.3], [0.6, 1.3, 0.2], [0.7, 0.3, 0.3]]
}